Here is C21H48CdNO2P2 as an isolated structure from the Open Molecules 2025 dataset. Energies are from ωB97M-V/def2-TZVPD.

Each line ends with the Löwdin charge.
CARTESIAN COORDINATES (ANGSTROEM)
Cd -0.45040 0.04714 -0.01189  0.95
P 0.03622 -2.05911 -1.20465  0.91
P 0.24329 2.32127 0.56335  0.91
N 0.42233 0.80760 -2.21776  -0.19
C 0.95113 -1.57038 -2.73089  -0.30
H 1.80366 -2.24930 -2.88388  0.09
H 0.28773 -1.70437 -3.60014  0.09
C 1.44878 -0.11478 -2.72817  -0.28
H 2.34778 0.00367 -2.11289  0.10
H 1.73228 0.16578 -3.75786  0.12
C 0.70507 2.26499 -2.24846  -0.25
H -0.23236 2.78776 -2.50975  0.12
H 1.42038 2.47988 -3.05851  0.12
C 1.24710 2.79461 -0.90181  -0.33
H 1.34360 3.88957 -0.95377  0.09
H 2.26254 2.39062 -0.74963  0.08
C 1.05984 2.87616 2.13031  -0.52
C 1.85384 1.74806 2.78831  -0.13
H 2.79746 1.54021 2.27789  0.07
H 1.26581 0.82539 2.82118  0.02
H 2.08838 2.00346 3.82835  0.09
C -1.34422 3.26924 0.39057  -0.55
C -2.41331 2.79796 1.40061  -0.14
H -3.38953 2.69893 0.90507  0.09
H -2.52737 3.50151 2.23521  0.07
H -2.19123 1.80517 1.81593  0.02
C -1.58365 -2.77692 -1.77205  -0.53
C -2.29765 -3.57744 -0.67725  -0.11
H -3.37112 -3.64066 -0.90290  0.10
H -2.23107 -3.10953 0.31402  0.04
H -1.92605 -4.60520 -0.59548  0.07
C 0.99553 -3.43200 -0.44339  -0.56
C 0.51627 -3.79795 0.95992  -0.10
H 1.30155 -4.37809 1.46030  0.09
H -0.38449 -4.42113 0.94373  0.07
H 0.30835 -2.91813 1.57780  0.04
C 2.16952 -0.52681 0.57337  -0.06
O 3.23473 -0.75720 0.91394  0.10
C -1.10006 4.78487 0.38473  -0.12
H -0.07474 5.07859 0.64975  0.07
H -1.29241 5.19298 -0.61492  0.08
H -1.77912 5.29979 1.07378  0.08
C -1.45384 -3.53465 -3.10348  -0.12
H -2.05352 -4.45018 -3.10994  0.09
H -1.80854 -2.92137 -3.94221  0.08
H -0.42650 -3.82652 -3.34945  0.05
C 1.06598 -4.65073 -1.34949  -0.11
H 1.70460 -5.40594 -0.87806  0.09
H 0.08357 -5.10860 -1.50528  0.07
H 1.50370 -4.42247 -2.32650  0.07
C 0.05942 3.43657 3.13494  -0.11
H -0.69518 2.68632 3.38824  0.06
H 0.56606 3.69211 4.07186  0.09
H -0.45819 4.33411 2.78164  0.07
H 1.75922 3.66491 1.81407  0.11
H 2.00658 -3.00505 -0.35290  0.09
H -1.70913 2.97390 -0.60997  0.08
H -2.17714 -1.85858 -1.93030  0.07
H -0.48868 0.61868 -2.63837  0.08
H -2.13267 0.37091 -0.64564  -0.08
C -2.85394 -2.20176 2.78551  -0.08
C -2.34740 -0.95340 2.11130  -0.30
O -0.89774 -0.83184 2.17104  -0.36
C -0.20784 -1.23828 3.38952  -0.27
C -0.54812 -0.31730 4.53516  -0.06
H -2.35362 -3.10763 2.41601  0.07
H -3.92588 -2.30296 2.58481  0.10
H -2.71725 -2.13438 3.87294  0.08
H -2.60605 -0.95514 1.03344  0.04
H -2.78642 -0.03876 2.53787  0.11
H -0.46975 -2.28163 3.63142  0.11
H 0.86898 -1.21797 3.15708  0.11
H -1.62887 -0.32413 4.73466  0.08
H -0.01831 -0.64646 5.44053  0.10
H -0.20983 0.71185 4.31199  0.06

As for the total energy: -51276.0645 eV. The highest occupied orbital energy is -10.23 eV. The spin multiplicity is 1. The total charge is +1. Its gap between HOMO and LUMO is 8.1 eV. For the LUMO energy, the calculation gives -2.09 eV.